[1]
# C3HErFO2

A molecular structure, C3HErFO2 in a non-equilibrium geometry (ωB97M-V with the def2-TZVPD basis set, the Open Molecules 2025 dataset).

Each line ends with the Mulliken charge.
Cartesian coordinates (Å):
F: -0.39 1.75 0.57  -0.125
O: -1.61 -0.11 0.09  -0.002
C: -1.40 -1.32 0.41  0.606
C: -0.43 0.67 -0.19  0.388
O: 0.13 -1.45 0.25  -0.178
C: 0.67 -0.34 -0.04  -0.063
Er: 3.28 -0.03 0.23  2.035
H: -0.25 0.84 -1.32  0.339

2S+1 = 4
Net charge = +3
HOMO energy (alpha / beta) = -25.51 / -22.20 eV
Frontier orbital gap (alpha / beta) = 9.723 / 3.552 eV
E_LUMO (alpha / beta) = -15.788 / -18.644 eV
M = 255.30 g mol⁻¹

[2]
# C3HF

2 unconnected molecules or ions with the total composition C3HF in a non-equilibrium geometry (ωB97M-V with the def2-TZVPD basis set, the Open Molecules 2025 dataset).

Each line ends with the Mulliken charge.
Cartesian coordinates (Å):
C: -2.31 0.71 -2.56  -0.422
C: -1.53 -0.22 -2.07  0.391
C: -0.64 -1.11 -1.84  0.130
F: -0.66 -2.29 -1.28  -0.125
H: 2.33 -1.13 -2.71  0.025

HOMO energy (alpha / beta) = -11.29 / -9.95 eV
Frontier orbital gap (alpha / beta) = 9.254 / 8.020 eV
E_LUMO (alpha / beta) = -2.036 / -1.935 eV
M = 56.04 g mol⁻¹

[3]
# C3HF3O

2 unconnected molecules or ions with the total composition C3HF3O in a non-equilibrium geometry (ωB97M-V with the def2-TZVPD basis set, the Open Molecules 2025 dataset).

Each line ends with the Mulliken charge.
Cartesian coordinates (Å):
C: -3.59 -0.20 -0.06  0.101
C: -0.09 0.37 0.36  -0.079
C: 0.11 1.65 0.08  0.347
O: -2.87 0.30 -0.78  -0.107
F: -0.90 -0.01 1.35  -0.236
F: -0.56 2.69 0.68  -0.210
F: 0.91 2.01 -0.84  -0.206
H: 0.33 -0.55 0.05  0.390

HOMO energy = -10.00 eV
Frontier orbital gap = 10.920 eV
E_LUMO = 0.921 eV
M = 110.03 g mol⁻¹

[4]
# C3HF3S

C3HF3S in the gas phase in a non-equilibrium geometry (ωB97M-V with the def2-TZVPD basis set, the Open Molecules 2025 dataset).

Each line ends with the Mulliken charge.
Cartesian coordinates (Å):
C: 2.81 0.00 0.07  -0.301
S: 1.21 0.50 0.25  0.290
C: -0.44 1.06 -0.21  -0.465
C: -1.46 -0.10 -0.28  0.896
F: -1.14 -1.09 -1.02  -0.192
F: -1.81 -0.52 0.99  -0.219
F: -2.57 0.44 -0.82  -0.218
H: 3.40 -0.29 1.02  0.210

SMILES = C#S#CC(F)(F)F
HOMO energy (alpha / beta) = -9.51 / -9.74 eV
Frontier orbital gap (alpha / beta) = 7.456 / 7.984 eV
E_LUMO (alpha / beta) = -2.059 / -1.752 eV
M = 126.10 g mol⁻¹

[5]
# C3HF5O

2 unconnected molecules or ions with the total composition C3HF5O in a non-equilibrium geometry (ωB97M-V with the def2-TZVPD basis set, the Open Molecules 2025 dataset).

Each line ends with the Mulliken charge.
Cartesian coordinates (Å):
C: -0.89 1.07 0.43  0.219
C: -1.19 1.27 1.92  0.486
C: -0.54 2.38 1.01  0.636
O: 0.64 -0.29 -0.37  -0.581
F: -1.80 0.88 -0.55  -0.167
F: -2.40 1.49 2.29  -0.225
F: -0.36 0.79 2.83  -0.215
F: 0.71 2.81 1.35  -0.233
F: -1.30 3.46 0.76  -0.235
H: 1.31 0.14 0.19  0.315

HOMO energy = -10.93 eV
Frontier orbital gap = 8.738 eV
E_LUMO = -2.196 eV
M = 148.03 g mol⁻¹

[6]
# C3HF6N2OS

2 unconnected molecules or ions with the total composition C3HF6N2OS in a non-equilibrium geometry (ωB97M-V with the def2-TZVPD basis set, the Open Molecules 2025 dataset).

Each line ends with the Mulliken charge.
Cartesian coordinates (Å):
C: 0.81 1.53 0.31  0.106
C: -0.06 -0.85 0.19  0.638
C: 1.17 2.31 -1.06  0.915
N: -1.54 -2.20 -0.44  -0.322
N: 0.06 0.35 -0.23  -0.014
O: 1.09 1.70 1.45  -0.306
F: 0.57 -1.43 1.09  -0.057
F: 1.86 3.40 -0.75  -0.184
F: 0.06 2.78 -1.58  -0.225
F: 1.76 1.50 -1.90  -0.185
F: -2.41 -2.40 1.93  -0.190
F: -0.77 -4.06 1.34  -0.222
S: -2.03 -3.22 0.56  0.763
H: -0.57 0.60 -0.92  0.284

Net charge = +1
HOMO energy (alpha / beta) = -16.16 / -16.16 eV
Frontier orbital gap (alpha / beta) = 9.012 / 9.013 eV
E_LUMO (alpha / beta) = -7.151 / -7.150 eV
M = 227.11 g mol⁻¹

[7]
# C3HFO3

2 unconnected molecules or ions with the total composition C3HFO3 in a non-equilibrium geometry (ωB97M-V with the def2-TZVPD basis set, the Open Molecules 2025 dataset).

Each line ends with the Mulliken charge.
Cartesian coordinates (Å):
O: -0.62 -1.44 -0.41  -0.337
C: -0.34 -0.31 -0.53  0.589
C: -0.14 0.95 -0.70  -0.315
F: -1.13 1.85 -0.62  -0.234
H: 0.82 1.40 -0.96  0.297
O: 0.64 -1.97 -3.94  -0.324
C: 1.19 -1.03 -3.61  0.688
O: 1.67 -0.11 -3.10  -0.364

SMILES = O=C=CF.O=C=O
HOMO energy = -9.33 eV
Frontier orbital gap = 9.324 eV
E_LUMO = -0.002 eV
M = 104.04 g mol⁻¹

[8]
# C3HKNaO2

A molecular structure, C3HKNaO2 in a non-equilibrium geometry (ωB97M-V with the def2-TZVPD basis set, the Open Molecules 2025 dataset).

Each line ends with the Mulliken charge.
Cartesian coordinates (Å):
C: -1.17 -1.11 0.93  -0.467
C: 0.92 1.28 -0.92  -1.137
O: -2.03 -1.91 0.53  -0.534
O: -0.66 -0.33 -0.08  -0.120
C: 0.50 0.74 0.24  0.132
K: 0.13 -0.50 -2.43  0.543
H: 1.67 2.06 -0.73  0.046
Na: 0.63 -0.22 2.46  0.535

Net charge = -1
HOMO energy = -1.41 eV
Frontier orbital gap = 3.348 eV
E_LUMO = 1.941 eV
M = 131.13 g mol⁻¹

[9]
# C3HLiMnO4

A molecular structure, C3HLiMnO4 in a non-equilibrium geometry (ωB97M-V with the def2-TZVPD basis set, the Open Molecules 2025 dataset).

Each line ends with the Mulliken charge.
Cartesian coordinates (Å):
O: 3.17 1.18 0.04  -0.374
C: 2.01 1.35 0.01  0.730
O: 0.90 1.64 0.07  -0.194
Mn: 5.16 1.84 -0.05  0.812
O: -0.87 -2.04 -0.02  -0.506
C: -1.40 -0.85 0.30  -0.179
C: -1.92 0.25 0.18  0.463
O: -2.42 1.41 0.05  -0.979
Li: -3.50 2.69 0.45  0.909
H: -1.59 -2.63 -0.27  0.318

2S+1 = 7
Net charge = +1
HOMO energy (alpha / beta) = -9.00 / -9.00 eV
Frontier orbital gap (alpha / beta) = 4.835 / 3.949 eV
E_LUMO (alpha / beta) = -4.169 / -5.054 eV
M = 162.92 g mol⁻¹

[10]
# C3HMgNaO4

A molecular structure, C3HMgNaO4 in a non-equilibrium geometry (ωB97M-V with the def2-TZVPD basis set, the Open Molecules 2025 dataset).

Each line ends with the Mulliken charge.
Cartesian coordinates (Å):
O: 1.86 1.25 0.06  -0.437
C: 1.73 0.02 0.12  1.030
O: 0.57 -0.59 0.11  -0.287
O: 2.71 -0.82 -0.05  -0.358
Mg: 0.14 2.29 0.14  1.029
C: -0.54 0.26 0.14  -0.748
C: -1.74 -0.22 0.19  0.822
O: -2.89 -0.52 0.25  -0.449
Na: -5.39 -1.32 -0.71  0.994
H: 3.54 -0.35 -0.24  0.404

Net charge = +2
HOMO energy = -15.95 eV
Frontier orbital gap = 6.826 eV
E_LUMO = -9.124 eV
M = 148.33 g mol⁻¹

[11]
# C3HN2O3

A gas-phase ion, C3HN2O3 (charge -1) in a non-equilibrium geometry (ωB97M-V with the def2-TZVPD basis set, the Open Molecules 2025 dataset).

Each line ends with the Mulliken charge.
Cartesian coordinates (Å):
C: -0.60 0.53 -1.44  -0.472
C: 0.42 0.70 -0.11  0.930
C: -1.29 -0.84 0.16  0.570
N: -1.49 -0.33 -1.05  -0.387
N: 1.81 0.58 -0.21  -0.564
O: 1.33 1.55 0.68  -0.374
O: -1.98 -1.66 0.76  -0.617
O: -0.16 -0.27 0.72  -0.369
H: 1.96 -0.25 0.49  0.283

Net charge = -1
HOMO energy = -3.70 eV
Frontier orbital gap = 7.791 eV
E_LUMO = 4.091 eV
M = 113.05 g mol⁻¹

[12]
# C3HN3O2

2 unconnected molecules or ions with the total composition C3HN3O2 in a non-equilibrium geometry (ωB97M-V with the def2-TZVPD basis set, the Open Molecules 2025 dataset).

Each line ends with the Mulliken charge.
Cartesian coordinates (Å):
C: 2.87 -2.25 1.13  0.014
C: -1.13 0.01 0.19  0.296
C: 1.93 -1.20 1.16  0.637
N: 3.41 -3.24 1.13  -0.248
N: -0.50 -1.21 0.05  0.142
N: 0.34 -1.99 0.10  -0.262
O: -1.85 0.27 1.13  -0.494
O: 1.79 -0.05 1.33  -0.345
H: -0.79 0.43 -0.81  0.260

HOMO energy (alpha / beta) = -8.44 / -8.44 eV
Frontier orbital gap (alpha / beta) = 7.077 / 7.078 eV
E_LUMO (alpha / beta) = -1.364 / -1.364 eV
M = 111.06 g mol⁻¹

[13]
# C3HN4

2 unconnected molecules or ions with the total composition C3HN4 in a non-equilibrium geometry (ωB97M-V with the def2-TZVPD basis set, the Open Molecules 2025 dataset).

Each line ends with the Mulliken charge.
Cartesian coordinates (Å):
C: 1.26 -0.94 0.16  0.815
C: -2.22 2.18 -0.17  0.103
C: 2.43 -1.39 0.64  -0.036
N: -2.93 2.90 0.32  -0.014
N: 3.37 -1.65 1.26  -0.127
N: -0.62 -0.13 -1.06  -0.912
N: 0.27 -0.62 -0.40  0.788
H: -1.56 -0.35 -0.76  0.383

Net charge = +1
HOMO energy (alpha / beta) = -15.74 / -15.74 eV
Frontier orbital gap (alpha / beta) = 4.622 / 4.623 eV
E_LUMO (alpha / beta) = -11.117 / -11.116 eV
M = 93.07 g mol⁻¹

[14]
# C3HNO

C3HNO in the gas phase in a non-equilibrium geometry (ωB97M-V with the def2-TZVPD basis set, the Open Molecules 2025 dataset).

Each line ends with the Mulliken charge.
Cartesian coordinates (Å):
N: 1.47 -1.18 2.17  -0.370
C: 1.12 -0.52 1.28  0.380
C: 0.65 0.16 0.19  -0.582
C: 1.46 0.97 -0.64  0.590
O: 1.90 1.77 -1.37  -0.290
H: -0.41 0.51 -0.08  0.272

SMILES = N#CC=C=O
HOMO energy = -9.80 eV
Frontier orbital gap = 9.491 eV
E_LUMO = -0.307 eV
M = 67.05 g mol⁻¹

[15]
# C3HNO

C3HNO in the gas phase in a non-equilibrium geometry (ωB97M-V with the def2-TZVPD basis set, the Open Molecules 2025 dataset).

Each line ends with the Mulliken charge.
Cartesian coordinates (Å):
C: -1.28 0.52 1.53  -0.141
C: 1.04 -1.62 0.33  0.041
C: 0.14 0.45 -0.49  -0.100
N: -0.81 0.58 0.48  -0.113
O: 0.79 -0.67 -0.28  0.055
H: 0.12 0.74 -1.57  0.259

HOMO energy (alpha / beta) = -8.36 / -8.36 eV
Frontier orbital gap (alpha / beta) = 7.738 / 7.738 eV
E_LUMO (alpha / beta) = -0.622 / -0.622 eV
M = 67.05 g mol⁻¹

[16]
# C3HNO2

C3HNO2 in the gas phase in a non-equilibrium geometry (ωB97M-V with the def2-TZVPD basis set, the Open Molecules 2025 dataset).

Each line ends with the Mulliken charge.
Cartesian coordinates (Å):
N: 2.32 -0.73 0.05  -0.307
C: 1.16 -0.74 -0.11  0.232
C: -0.34 -0.62 -0.11  0.492
O: -1.22 -1.49 0.04  -0.443
C: -0.54 0.87 -0.07  0.113
O: 0.36 1.60 0.01  -0.323
H: -1.74 1.12 0.19  0.236

SMILES = N#CC(=O)C=O
HOMO energy = -11.22 eV
Frontier orbital gap = 9.113 eV
E_LUMO = -2.104 eV
M = 83.05 g mol⁻¹

[17]
# C3HNO2

C3HNO2 in the gas phase in a non-equilibrium geometry (ωB97M-V with the def2-TZVPD basis set, the Open Molecules 2025 dataset).

Each line ends with the Mulliken charge.
Cartesian coordinates (Å):
N: -1.61 0.23 -2.09  -0.302
C: -0.83 0.07 -1.24  0.194
C: 0.25 -0.30 -0.32  0.525
O: 1.13 -1.04 -0.70  -0.400
C: 0.32 0.23 1.12  0.041
O: -0.30 1.17 1.52  -0.400
H: 1.05 -0.36 1.71  0.343

SMILES = N#CC(=O)C=O
HOMO energy = -11.23 eV
Frontier orbital gap = 9.372 eV
E_LUMO = -1.860 eV
M = 83.05 g mol⁻¹

[18]
# C3HNO3S

A molecular structure, C3HNO3S in a non-equilibrium geometry (ωB97M-V with the def2-TZVPD basis set, the Open Molecules 2025 dataset).

Each line ends with the Mulliken charge.
Cartesian coordinates (Å):
C: 0.21 0.74 -0.79  0.418
C: -1.42 -0.17 0.49  0.676
C: 1.04 -0.30 0.10  0.050
N: -1.12 0.64 -0.53  -0.710
O: 0.68 1.56 -1.62  -0.723
O: -2.56 -0.31 0.94  -0.757
O: -0.45 -0.89 1.06  -0.468
S: 1.99 -1.52 -0.61  -0.600
H: 1.64 0.25 0.96  0.114

Net charge = -2
HOMO energy = 0.19 eV
Frontier orbital gap = 5.840 eV
E_LUMO = 6.033 eV
M = 131.11 g mol⁻¹

[19]
# C3HNOS2

C3HNOS2 in the gas phase in a non-equilibrium geometry (ωB97M-V with the def2-TZVPD basis set, the Open Molecules 2025 dataset).

Each line ends with the Mulliken charge.
Cartesian coordinates (Å):
O: 0.18 1.96 0.48  -0.431
C: -0.32 0.84 0.33  0.477
S: -2.00 0.32 -0.40  -0.113
C: -1.17 -1.41 0.16  -0.041
N: 0.01 -1.60 0.46  -0.322
C: 0.74 -0.37 0.18  0.211
S: 2.30 -0.10 -0.32  -0.150
H: -1.88 -2.29 0.40  0.369

SMILES = O=C1SC=NC1=S
HOMO energy = -9.52 eV
Frontier orbital gap = 7.830 eV
E_LUMO = -1.692 eV
M = 131.18 g mol⁻¹

[20]
# C3HNOS3

A gas-phase ion, C3HNOS3 (charge -2) in a non-equilibrium geometry (ωB97M-V with the def2-TZVPD basis set, the Open Molecules 2025 dataset).

Each line ends with the Mulliken charge.
Cartesian coordinates (Å):
S: 2.52 0.71 -0.34  -0.606
C: 0.95 0.26 -0.13  -0.054
N: 0.73 -0.49 1.01  -0.119
O: -0.66 -0.66 1.20  -0.250
C: -1.22 -0.28 0.01  0.129
S: -2.75 -0.70 -0.27  -0.540
C: -0.19 0.37 -0.91  -0.179
S: -0.49 0.93 -2.53  -0.572
H: 1.10 -0.15 1.96  0.190

Net charge = -2
SMILES = S=c1[nH]oc([S-])c1[S-]
HOMO energy = 1.27 eV
Frontier orbital gap = 4.411 eV
E_LUMO = 5.678 eV
M = 163.25 g mol⁻¹